Record 1
# C10H50O20

15 unconnected molecules or ions with the total composition C10H50O20 at a distorted geometry (the ωB97M-V functional and the def2-TZVPD basis, the Open Molecules 2025 dataset).

LUMO energy, hartree: -0.0187
Spin multiplicity: 1
Relative energy (zero: lowest compared OMol25 entry of this formula, charge and spin), eV: 2.459
Frontier orbital gap, eV: 9.24
Total charge: 0

Each line ends with the Mulliken charge.
CARTESIAN COORDINATES (ANGSTROEM)
1 O -2.546 -2.651 1.850  -0.685
2 H -1.702 -2.393 2.314  0.341
3 H -3.003 -3.249 2.409  0.279
4 O 3.346 -1.345 2.818  -0.716
5 H 2.564 -1.038 2.405  0.302
6 H 3.736 -1.791 2.080  0.299
7 O 1.018 2.669 -0.739  -0.561
8 H 1.746 2.281 -0.316  0.296
9 H 0.848 3.406 -0.152  0.239
10 O 1.057 0.459 2.670  -0.572
11 H 0.482 1.128 2.281  0.273
12 H 1.221 0.647 3.608  0.266
13 O -0.117 -2.064 3.306  -0.703
14 H 0.163 -1.165 3.134  0.247
15 H 0.522 -2.389 3.912  0.333
16 O 1.958 -3.644 1.126  -0.715
17 H 2.927 -3.529 1.185  0.321
18 H 1.527 -2.857 0.743  0.134
19 O 4.515 -1.292 -0.213  -0.728
20 H 3.673 -0.853 -0.249  0.152
21 H 4.372 -2.188 -0.368  0.387
22 O -0.902 1.967 -2.306  -0.836
23 H -0.163 2.260 -1.771  0.316
24 H -1.677 1.857 -1.741  0.145
25 O -0.796 2.350 1.842  -0.622
26 H -0.574 3.119 1.275  0.193
27 H -1.521 2.564 2.429  0.265
28 O 3.030 1.205 0.510  -0.483
29 H 3.752 1.845 0.554  0.216
30 H 2.954 1.035 1.450  0.206
31 C -0.932 -0.378 -0.017  1.348
32 C 0.002 -1.467 -0.476  -0.453
33 O 1.285 -1.171 0.032  1.547
34 O -2.276 -0.769 -0.331  -0.722
35 H -0.702 0.584 -0.423  -0.735
36 H -0.863 -0.375 1.059  -0.045
37 H -0.117 -1.703 -1.572  -0.027
38 H -0.321 -2.405 0.079  0.509
39 H 1.434 -0.245 -0.166  -0.663
40 H -2.511 -1.397 0.368  0.458
41 C 2.528 1.198 -4.785  -0.507
42 C 2.229 1.486 -3.332  -0.573
43 O 1.351 0.467 -2.815  -0.353
44 O 3.295 2.269 -5.293  -0.557
45 H 1.555 1.068 -5.214  0.343
46 H 2.941 0.226 -4.926  0.287
47 H 1.724 2.427 -3.260  0.627
48 H 3.136 1.424 -2.747  0.185
49 H 0.521 0.900 -2.875  0.202
50 H 2.829 3.110 -5.175  0.329
51 C -3.106 3.695 -0.615  -0.303
52 C -3.742 2.348 -0.327  0.225
53 O -3.425 1.528 -1.372  -0.679
54 O -3.540 4.571 0.424  -0.545
55 H -3.601 4.045 -1.537  0.356
56 H -2.009 3.633 -0.691  0.138
57 H -4.845 2.379 -0.291  0.363
58 H -3.344 1.978 0.592  -0.212
59 H -3.268 0.613 -1.067  0.399
60 H -3.235 5.470 0.191  0.317
61 C 3.361 -3.432 -2.305  -0.427
62 C 3.473 -2.309 -3.266  -0.307
63 O 2.173 -2.005 -3.730  -0.539
64 O 4.524 -3.732 -1.689  -0.609
65 H 3.181 -4.278 -2.874  0.540
66 H 2.486 -3.370 -1.629  0.078
67 H 3.964 -2.646 -4.169  0.415
68 H 3.996 -1.413 -2.939  0.283
69 H 1.837 -1.290 -3.157  0.270
70 H 4.469 -4.662 -1.378  0.343
71 C -5.163 -0.463 4.344  -0.474
72 C -4.526 0.204 3.109  -0.581
73 O -3.187 -0.125 3.064  -0.295
74 O -6.483 0.019 4.504  -0.532
75 H -4.577 -0.221 5.221  0.265
76 H -5.215 -1.538 4.228  0.336
77 H -4.643 1.253 3.147  0.471
78 H -5.009 -0.078 2.188  0.363
79 H -3.186 -1.051 2.755  0.222
80 H -6.881 -0.713 5.097  0.333



Record 2
# C10H54O22

17 unconnected molecules or ions with the total composition C10H54O22 at a distorted geometry (the ωB97M-V functional and the def2-TZVPD basis, the Open Molecules 2025 dataset).

LUMO energy, hartree: -0.0223
Spin multiplicity: 1
Relative energy (zero: lowest compared OMol25 entry of this formula, charge and spin), eV: 1.618
Frontier orbital gap, eV: 8.52
Total charge: 0

Each line ends with the Mulliken charge.
CARTESIAN COORDINATES (ANGSTROEM)
1 O -2.756 2.481 -0.640  -0.811
2 H -2.227 2.447 -1.387  0.633
3 H -2.964 1.616 -0.307  0.065
4 O -0.255 3.869 0.301  -0.575
5 H -0.982 3.329 -0.091  0.273
6 H -0.685 4.571 0.895  0.248
7 O 1.150 3.073 -2.403  -0.602
8 H 1.623 3.628 -2.993  0.245
9 H 1.825 3.077 -1.744  0.221
10 O 1.925 -3.250 -0.569  -0.662
11 H 1.433 -2.830 -1.280  0.218
12 H 2.786 -2.933 -0.732  0.296
13 O 0.466 -3.317 1.731  -0.603
14 H 1.013 -3.302 0.941  0.233
15 H 0.734 -4.045 2.239  0.251
16 O 2.576 3.503 0.107  -0.677
17 H 2.684 4.447 0.063  0.264
18 H 1.748 3.259 0.487  0.236
19 O 2.162 -1.312 2.259  -0.731
20 H 1.997 -0.413 1.981  0.232
21 H 1.454 -1.900 1.970  0.344
22 O -1.168 -3.448 -1.121  -0.518
23 H -2.010 -3.872 -0.908  0.269
24 H -0.471 -3.923 -0.670  0.234
25 O -1.227 2.033 -2.728  -0.692
26 H -1.436 1.119 -3.017  0.322
27 H -0.274 2.172 -2.676  0.238
28 O -1.948 -2.720 -3.689  -0.510
29 H -2.550 -3.432 -3.527  0.257
30 H -1.161 -3.164 -3.909  0.271
31 O 0.697 2.981 4.095  -0.643
32 H 0.287 2.135 4.099  0.335
33 H 1.586 2.910 4.601  0.332
34 O -1.051 1.377 2.537  -0.770
35 H -1.795 1.639 3.080  0.349
36 H -0.961 0.451 2.753  0.286
37 C -3.821 -0.475 -1.120  0.909
38 C -5.054 -1.287 -1.545  -0.838
39 O -5.507 -2.222 -0.575  -0.568
40 O -4.206 0.138 0.095  -0.699
41 H -3.513 0.314 -1.824  0.160
42 H -2.895 -0.982 -0.789  -0.349
43 H -4.732 -1.912 -2.376  0.350
44 H -5.791 -0.591 -1.962  0.350
45 H -5.039 -3.089 -0.776  0.338
46 H -4.687 -0.446 0.713  0.379
47 C 4.304 1.294 2.094  -0.151
48 C 3.668 1.926 3.321  -0.249
49 O 3.276 0.886 4.176  -0.476
50 O 4.792 2.314 1.207  -0.676
51 H 3.642 0.848 1.546  -0.288
52 H 5.018 0.615 2.331  0.710
53 H 2.858 2.571 3.002  0.074
54 H 4.328 2.563 3.892  0.426
55 H 4.107 0.528 4.437  0.326
56 H 4.019 2.883 0.967  0.417
57 C -2.593 -2.704 1.876  0.566
58 C -2.457 -1.307 2.600  0.069
59 O -1.167 -1.219 3.205  -0.746
60 O -2.029 -3.633 2.691  -0.687
61 H -2.075 -2.679 0.914  -0.606
62 H -3.622 -3.010 1.742  0.508
63 H -3.176 -1.005 3.377  0.471
64 H -2.563 -0.604 1.823  -0.278
65 H -0.963 -1.853 3.904  0.349
66 H -1.184 -3.562 2.258  0.485
67 C 0.968 0.592 -0.062  0.255
68 C -0.275 -0.305 -0.095  2.433
69 O -0.326 -0.917 -1.274  0.680
70 O 1.239 1.055 1.228  0.651
71 H 0.810 1.365 -0.746  -1.391
72 H 1.828 -0.024 -0.317  0.331
73 H -1.234 0.245 -0.116  -0.841
74 H -0.344 -0.986 0.679  -0.837
75 H -0.732 -1.825 -1.146  -0.368
76 H 0.482 1.558 1.463  0.050
77 C 2.072 -0.266 -3.627  0.033
78 C 2.449 0.762 -4.724  -0.438
79 O 3.837 0.585 -4.899  -0.554
80 O 0.640 -0.031 -3.518  -0.481
81 H 2.501 -0.064 -2.666  0.023
82 H 2.239 -1.314 -3.903  0.308
83 H 2.185 1.733 -4.346  0.136
84 H 1.996 0.409 -5.647  0.314
85 H 4.244 1.337 -4.422  0.333
86 H 0.261 -0.463 -2.813  0.230



Record 3
# C10H59ClGaINO23

A molecular structure, C10H59ClGaINO23 at a distorted geometry (the ωB97M-V functional and the def2-TZVPD basis, the Open Molecules 2025 dataset).

LUMO energy, hartree: 0.0386
Spin multiplicity: 1
Frontier orbital gap, eV: 6.25
Total charge: -1

Each line ends with the Mulliken charge.
CARTESIAN COORDINATES (ANGSTROEM)
1 O 1.597 -1.935 1.443  -0.562
2 C 2.590 -1.042 0.999  0.197
3 C 3.694 -0.781 1.944  -0.403
4 C 4.800 0.100 1.584  -0.262
5 C 4.769 0.719 0.263  -0.201
6 C 3.664 0.475 -0.678  -1.110
7 C 2.527 -0.406 -0.333  0.926
8 C 1.339 -0.638 -1.338  -0.762
9 N 0.898 -2.051 -1.423  0.069
10 C -0.577 -2.202 -1.248  -1.083
11 C -1.128 -1.703 0.137  0.093
12 C -2.683 -1.391 0.148  -0.068
13 Ga -3.111 0.602 0.491  0.098
14 Cl -1.370 1.792 1.354  -0.489
15 I -3.761 1.641 -1.828  -0.396
16 H 1.777 -2.773 0.974  0.218
17 H 3.672 -1.267 2.952  0.349
18 H 5.589 0.268 2.352  0.184
19 H 5.619 1.404 0.015  0.278
20 H 3.693 0.986 -1.676  0.234
21 H 0.512 0.084 -1.078  0.376
22 H 1.718 -0.290 -2.347  0.331
23 H 1.063 -2.313 -2.403  0.341
24 H -0.783 -3.315 -1.286  0.263
25 H -1.183 -1.766 -2.097  0.344
26 H -0.937 -2.540 0.876  0.055
27 H -0.582 -0.814 0.551  0.015
28 H -3.225 -1.816 -0.751  0.502
29 H -3.110 -1.947 1.052  -0.077
30 H -4.292 0.659 1.575  -0.053
31 O 1.400 -1.791 4.327  -0.710
32 H 2.195 -1.260 4.436  0.315
33 H 1.251 -1.800 3.367  0.395
34 O -4.398 1.037 3.856  -0.511
35 H -3.618 0.706 4.317  0.301
36 H -4.721 1.748 4.421  0.254
37 O 7.789 0.734 0.754  -0.527
38 H 8.109 0.278 -0.026  0.181
39 H 8.588 1.101 1.153  0.311
40 O 6.663 2.896 2.242  -0.591
41 H 6.465 3.594 1.610  0.324
42 H 6.883 2.134 1.687  0.328
43 O -7.445 -0.078 -1.843  -0.636
44 H -6.643 0.457 -1.758  0.284
45 H -7.603 -0.108 -2.792  0.293
46 O -5.280 4.104 1.299  -0.596
47 H -5.738 3.348 1.683  0.282
48 H -4.467 3.726 0.940  0.275
49 O -5.866 4.255 -3.700  -0.630
50 H -5.089 3.914 -3.240  0.240
51 H -6.183 4.961 -3.123  0.306
52 O 9.918 1.481 -0.607  -0.632
53 H 9.768 2.435 -0.660  0.219
54 H 9.377 1.121 -1.319  0.357
55 O 2.123 -4.781 -3.171  -0.673
56 H 2.907 -5.112 -2.720  0.294
57 H 1.801 -4.076 -2.593  0.334
58 O 8.543 4.032 0.361  -0.607
59 H 8.426 4.557 1.162  0.315
60 H 8.414 4.665 -0.356  0.308
61 O -4.367 7.328 1.144  -0.653
62 H -3.600 7.194 0.576  0.309
63 H -4.846 6.489 1.091  0.330
64 O -4.062 -3.205 2.805  -0.556
65 H -5.007 -3.238 2.992  0.270
66 H -3.705 -3.978 3.261  0.286
67 O -5.621 7.261 -2.887  -0.607
68 H -5.764 7.786 -2.090  0.324
69 H -5.720 7.895 -3.606  0.294
70 O -2.222 2.075 5.187  -0.617
71 H -1.322 2.011 5.526  0.286
72 H -2.164 2.735 4.485  0.319
73 O -7.167 -1.579 1.086  -0.579
74 H -7.311 -1.042 1.872  0.294
75 H -7.270 -0.955 0.355  0.289
76 O -0.611 -6.148 -3.543  -0.630
77 H 0.185 -5.607 -3.462  0.325
78 H -0.778 -6.172 -4.493  0.317
79 O 0.737 -6.738 -6.265  -0.594
80 H 1.073 -7.194 -7.045  0.294
81 H 1.525 -6.364 -5.853  0.296
82 O -2.867 -5.057 4.881  -0.651
83 H -2.319 -5.815 5.114  0.300
84 H -2.246 -4.317 4.862  0.333
85 O -4.320 -3.705 -0.992  -0.587
86 H -5.265 -3.735 -0.803  0.292
87 H -3.966 -4.479 -0.539  0.285
88 O -0.182 5.352 1.367  -0.637
89 H 0.586 5.214 0.801  0.295
90 H -0.659 4.513 1.319  0.335
91 O 11.225 -1.545 -0.524  -0.631
92 H 10.803 -0.678 -0.548  0.344
93 H 10.750 -2.058 -1.187  0.312
94 O -3.206 0.191 -4.965  -0.636
95 H -3.352 0.723 -4.166  0.151
96 H -3.313 0.819 -5.687  0.280



- Which value of spin multiplicity does entry 2 give?
  1



- Among the records above, which one has the lowest frontier orbital gap?
  C10H59ClGaINO23